[1]
The following is a quantum chemistry calculation of a cluster of 9 separate species, C39H55N9O13 in total in a non-equilibrium geometry, from the OMol25 dataset.

Results
HOMO ... -8.78 eV
HOMO-LUMO gap ... 7.97 eV
Charge ... 0
Structure (SMILES) ... O=[N+]([O-])c1ccccc1.O=[N+]([O-])c1ccccc1.O=[N+]([O-])c1ccccc1.O=[N+]([O-])c1ccccc1.CN(C)C=O.CN(C)C=O.CN(C)C=O.CN(C)C=O.CN(C)C=O

The geometry in XYZ format:
```
116
Properties=species:S:1:pos:R:3:mulliken_charge:R:1
O -3.50710 2.35692 -3.59278 -0.679
O -1.08336 0.45261 4.61315 -0.577
O 1.69591 -6.67111 3.70674 -0.599
O 2.95167 2.18180 -4.05264 -0.651
O 3.45263 4.15315 1.80986 -0.642
O -0.38718 3.77500 -1.90848 -0.509
O -0.93143 -2.24526 1.23193 -0.689
O 1.27404 -7.36660 5.70007 -0.597
O 2.79566 -4.58560 -4.57314 -0.568
O 2.81656 2.78268 0.27721 -0.392
O -3.70854 -3.26672 -0.76710 -0.719
O 1.27919 1.45550 -2.90409 -0.305
O -1.30845 2.10943 3.25598 -0.559
N -1.53567 1.53488 4.30661 0.985
N -4.13310 0.98926 -1.87590 0.139
N 1.18556 -6.55254 4.80436 0.969
N 1.77445 1.91847 -3.90885 1.123
N 3.83595 -2.66981 -3.91006 0.140
N -0.05931 -0.36478 0.39481 0.479
N -2.90682 -5.36266 -1.13755 0.111
N 3.36691 3.03906 1.32942 0.953
N 0.73303 5.71999 -2.25820 0.168
C 4.82403 2.24036 3.14472 -0.572
C -2.75441 1.56523 6.43376 -0.038
C 0.65095 7.06122 -2.81025 -0.883
C 0.50887 -4.27208 4.18821 -0.371
C 5.57398 1.24138 3.71782 -0.380
C 3.80213 -3.94551 -4.35424 0.088
C 2.66073 -2.07330 -3.33233 -0.688
C -4.09819 -5.89249 -1.74238 -0.983
C -1.71378 -6.17530 -1.22764 -0.927
C 3.98407 0.67579 1.50395 0.251
C -0.31443 -5.23684 6.23650 -0.381
C 5.49611 -0.04736 3.23412 -0.563
C 4.70822 -0.32522 2.12164 -0.586
C -3.54913 2.20737 7.37451 -0.645
C -1.36332 2.43418 -5.83111 -0.606
C -3.23121 1.63196 -2.66165 1.270
C 0.94101 -0.96835 -0.47055 -1.055
C 2.05762 5.11538 -2.21664 -0.591
C -3.84463 4.02314 5.79588 -0.611
C 0.43646 -5.31625 5.08324 0.156
C 1.38610 2.15411 -6.32314 -0.724
C -4.13671 3.40014 7.02119 -0.335
C -1.01181 -4.06515 6.49962 -0.501
C 0.50589 2.41605 -7.36773 -0.309
C -3.73897 0.16778 -0.76061 -0.435
C 0.87538 2.17744 -5.04122 -0.241
C 5.11485 -2.05892 -3.63126 -0.962
C -0.47832 2.23787 -4.77914 0.724
C -0.82867 -2.96806 5.67710 -0.254
C -0.01466 1.07486 0.26509 -0.743
C -5.47536 0.71439 -2.38646 -0.977
C -2.85853 -4.11918 -0.59912 0.524
C -0.91710 -1.02388 1.19016 0.204
C -0.84604 2.60619 -7.10651 -0.508
C -0.13507 -3.08365 4.48100 -0.463
C -0.38364 4.95347 -2.20074 0.046
C -2.98220 3.42096 4.91407 -0.203
C 4.07491 1.95516 2.02307 -0.145
C -2.44839 2.18641 5.24215 0.040
H -1.27580 -2.01399 5.93080 0.418
H 4.73093 -1.34226 1.75056 0.408
H -2.71326 0.39055 -0.45177 -0.290
H -3.71584 -0.89666 -1.00794 0.425
H 2.44167 2.06470 -6.53557 0.456
H -1.26256 -6.10096 -2.22006 0.329
H 2.64398 5.71963 -1.51961 0.418
H 0.94239 -4.49672 3.22200 0.491
H -1.55562 -0.30675 1.72203 0.341
H 4.81676 -4.35744 -4.49781 0.278
H 2.90939 -1.55652 -2.40123 0.123
H 0.81725 2.41513 -8.40283 0.394
H -1.59346 -3.97141 7.40629 0.365
H -0.51706 -6.11782 6.82946 0.409
H -2.20499 1.42044 -2.30083 -0.617
H -4.79128 3.93393 7.69909 0.358
H -0.38380 7.27484 -3.06864 0.323
H 3.53176 0.48975 0.54245 0.429
H 2.48475 4.98077 -3.20674 0.295
H 0.97670 1.43944 0.53318 -0.047
H 1.97707 -2.86361 -3.01764 0.378
H 5.07389 -0.97577 -3.70320 0.309
H -0.82316 2.09330 -3.76571 -0.227
H 6.24082 1.44622 4.54444 0.384
H -4.37790 0.42983 0.08274 0.329
H 6.13305 -0.82982 3.62394 0.390
H -1.96884 -7.21394 -1.00520 0.306
H -0.81155 1.65338 0.72283 0.403
H 5.88070 -2.44372 -4.30451 0.348
H -0.07265 -2.23853 3.81118 0.343
H -5.46115 -0.32091 -2.74433 0.344
H 0.40863 -0.93363 -1.43727 0.419
H -1.48123 2.76017 -7.97106 0.369
H -1.89793 -3.87841 -0.12059 0.089
H 1.14083 7.77235 -2.14641 0.284
H -4.31238 4.99000 5.67621 0.358
H -2.58975 3.93252 4.04497 0.459
H 1.09607 -2.02749 -0.29713 0.424
H 1.79231 -0.30603 -0.57362 0.022
H -3.68313 1.79566 8.36396 0.397
H -0.95952 -5.90353 -0.48969 0.288
H -0.09751 1.29828 -0.80701 0.224
H -2.42904 2.37274 -5.65657 0.449
H -5.74893 1.40432 -3.17209 0.307
H -4.98366 -5.34647 -1.43321 0.301
H 5.47886 -2.32922 -2.62828 0.351
H 4.85147 3.23726 3.55979 0.468
H -1.29162 5.54745 -2.39100 0.307
H 1.96841 4.16643 -1.68651 -0.118
H -2.32059 0.60159 6.66588 0.355
H -4.21166 -6.94639 -1.47429 0.326
H 2.14661 -1.37239 -3.99039 0.180
H 1.18736 7.12348 -3.76770 0.304
H -6.16587 0.73686 -1.54327 0.294
H -4.04725 -5.87358 -2.83858 0.326
```

=====

[2]
The following is a quantum chemistry calculation of a structure of composition C39H56BN10O3S3Ti in a non-equilibrium geometry, from the OMol25 dataset.

Results
2S+1 ... 3
HOMO (spin up / spin down) ... -1.98 / -4.47 eV
HOMO-LUMO gap (spin up / spin down) ... 4.37 / 6.86 eV
Charge ... -1

The geometry in XYZ format:
```
113
Properties=species:S:1:pos:R:3:mulliken_charge:R:1
Ti 0.73522 -0.54801 -0.18098 -0.389
S -1.83312 3.05548 0.17503 -0.425
S 1.30031 1.11452 1.72543 -0.096
S -2.02843 -1.40174 0.91919 -0.324
O 0.69127 -4.02622 2.92987 -0.399
O 1.16017 0.95119 -1.20085 0.639
O 0.92810 -2.03388 0.89927 1.212
N -4.55740 -0.32144 1.20596 0.397
N -0.20780 4.39504 1.94890 0.446
N 2.56226 -0.99395 -0.91011 1.521
N 0.22962 -1.98667 -2.02314 -0.119
N -2.96613 0.82425 2.20277 1.021
N -1.18756 2.63372 2.80641 0.089
N 3.10327 -0.07800 -1.76658 -1.267
N -0.67559 0.17411 3.34604 0.489
N -1.39316 0.39186 -1.58967 0.336
N 1.27781 -0.71455 3.80771 0.949
C 1.54132 -4.15381 1.85754 0.503
C 0.63419 0.18983 3.00831 -0.189
C -5.36822 -1.51831 0.81879 1.509
C 3.48333 -4.48026 -0.08948 -1.134
C -2.29469 -0.17546 -2.57998 -0.010
C 3.25304 -5.49882 0.80769 -0.743
C -0.85107 -0.75049 4.36192 -1.543
C 2.75887 -0.86592 3.99459 1.551
C -6.85063 -1.15810 0.87409 -2.305
C -0.42361 3.22327 3.79874 -1.574
C -1.07790 3.36595 1.65808 0.267
C 1.27781 6.34572 1.75597 -2.285
C -5.12907 0.83582 1.74248 -0.798
C 0.39406 5.36423 0.98640 1.526
C 3.00775 -1.94359 5.04797 -2.195
C -3.19734 -0.30300 1.48350 -0.292
C 3.46586 -1.30885 2.71417 -1.338
C 3.21113 4.22021 -4.45068 -0.458
C 1.68528 -3.13282 0.91191 -0.827
C 1.25161 4.57775 -0.00435 -1.172
C 1.95965 4.10652 -3.86024 -1.004
C 0.19509 4.28839 3.27907 0.113
C -4.14975 1.53240 2.32677 -1.154
C 3.89071 2.18484 -3.35055 -0.496
C 3.31527 0.46904 4.49913 -1.642
C 2.75478 -3.27009 -0.04238 1.499
C -5.10918 -2.65077 1.81779 -1.453
C 2.30967 0.94861 -1.86103 -0.100
C 4.17236 3.24846 -4.19095 -0.643
C 3.15898 -2.19474 -0.88021 -1.342
C 0.33682 -1.29745 4.64821 -0.412
C 1.67202 3.04096 -3.01838 -0.173
C 2.29413 -5.32244 1.80426 -0.111
C -5.04828 -1.97284 -0.60744 -1.471
C -0.92775 -2.31765 -2.86149 -0.760
C -1.54719 -1.09751 -3.53749 -0.786
C 2.63281 2.06496 -2.74983 0.551
C -0.67627 6.19191 0.26786 -1.832
C -0.66316 -4.34602 2.63756 -0.777
B -1.79618 1.25003 3.13895 -0.095
H 4.08556 -2.06604 5.15954 0.476
H 0.57130 -2.09352 5.32750 0.551
H 0.71126 6.87219 2.52873 0.507
H 0.69937 2.96439 -2.54649 0.327
H 2.59624 -1.66595 6.02139 0.457
H 2.06136 4.06139 0.51899 0.305
H -0.18196 6.96770 -0.32336 0.465
H 2.81445 0.76055 5.42818 0.346
H -1.28065 5.57265 -0.38518 0.337
H -0.78589 1.08322 -2.01019 -0.068
H 1.65541 7.08503 1.04923 0.438
H -3.99484 -2.22883 -0.69251 0.135
H 0.96400 -1.58453 -2.59839 0.221
H -7.42473 -2.04305 0.59577 0.441
H -6.16310 1.09573 1.60991 0.548
H -1.68146 -2.79497 -2.22993 0.296
H -1.82522 -0.95993 4.77116 0.609
H 3.82018 -6.42019 0.75485 0.366
H -4.17428 2.49220 2.81678 0.619
H -2.24875 -1.45029 -4.29747 0.479
H -5.28687 -1.18015 -1.32165 0.406
H -5.65209 -2.85320 -0.84581 0.548
H 0.88447 4.96529 3.74703 0.508
H 2.58308 -2.90139 4.73297 0.331
H -0.73312 -5.34631 2.19510 0.436
H -1.20183 -4.33829 3.58647 0.281
H 4.26341 -4.58309 -0.83839 0.389
H 4.63143 1.42422 -3.13495 0.433
H -0.64117 -3.03688 -3.63302 0.418
H 4.03512 -2.32604 -1.50631 0.235
H -5.75178 -3.50331 1.58215 0.484
H 2.12285 -6.07193 2.56874 0.439
H -5.32854 -2.31318 2.83478 0.373
H 5.15261 3.32944 -4.64451 0.378
H 0.64792 3.82520 -0.51388 -0.148
H -0.76048 -0.53261 -4.05513 0.242
H -1.11218 -3.61456 1.96812 -0.048
H 2.13781 5.85112 2.21311 0.483
H 3.10348 -2.28802 2.39738 0.122
H -2.82308 0.59220 -3.15692 0.485
H -4.06828 -2.96803 1.76960 0.153
H 4.38734 0.37079 4.69230 0.486
H 1.20407 4.85797 -4.05238 0.413
H 0.62499 -2.83087 -1.62303 0.138
H -7.09521 -0.35959 0.16888 0.450
H -2.28833 1.36845 4.24643 -0.234
H -0.36757 2.80125 4.79000 0.578
H 3.31732 -0.60604 1.90237 0.070
H 4.53699 -1.38760 2.92144 0.650
H -3.04793 -0.76399 -2.05433 -0.401
H 3.16143 1.25156 3.75563 0.224
H 3.44194 5.06173 -5.09227 0.388
H -7.15786 -0.85735 1.87729 0.517
H 1.68113 5.25044 -0.75245 0.617
H -1.89681 0.88998 -0.86177 -0.619
H -1.33569 6.67171 0.99691 0.436
```

=====

Calculated total energy, -2989.63514; -4362.20362 Ha (same order as the records).
Calculated molar mass, 857.919; 867.824 g mol⁻¹ (same order as the records).